Record 1
Density functional theory data (ωB97M-V with the def2-TZVPD basis set) for a 3-piece molecular cluster, C3H13N2O2S overall at a distorted geometry.

As for the total charge: -2. For the orbital gap (spin up / spin down), the calculation gives 1.9 / 6.0 eV. Its energy above the lowest of the compared OMol25 structures with the same formula, charge and spin is 0.408 eV. The expectation value of S² is 0.75. As for the HOMO energy (spin up / spin down): 3.84 / -0.38 eV. As for the spin multiplicity: 2.

XYZ file:
```
21
C3H13N2O2S | the OMol25 dataset | ωB97M-V with the def2-TZVPD basis set
C 0.041 -0.432 -0.903
C 1.479 -0.701 -1.132
S 1.864 -2.307 -0.419
N -0.154 0.920 -0.386
C -1.561 1.495 -0.448
N -2.540 0.595 0.070
H -0.373 -1.064 -0.138
H -0.575 -0.585 -1.770
H 1.689 -0.637 -2.240
H 2.030 0.247 -0.775
H 0.476 1.589 -0.642
H -1.649 2.454 0.269
H -1.597 1.993 -1.437
H -2.215 0.078 0.809
H -2.937 0.000 -0.619
H 3.621 0.119 1.389
H 2.392 0.976 1.133
O 3.275 0.987 1.587
H -1.119 -2.678 1.941
H -0.911 -1.249 1.480
O -1.236 -1.801 2.230
```



Record 2
Density functional theory data (ωB97M-V with the def2-TZVPD basis set) for C9H17N as an isolated structure at a distorted geometry.

As for the total charge: 0. For the orbital gap, the calculation gives 8.3 eV. Its energy above the lowest of the compared OMol25 structures with the same formula, charge and spin is 2.926 eV. As for the HOMO energy: -7.29 eV. As for the spin multiplicity: 1.

XYZ file:
```
27
C9H17N | the OMol25 dataset | ωB97M-V with the def2-TZVPD basis set
C -0.495 0.351 -0.518
C -0.328 -0.226 0.800
C -0.585 -2.010 0.954
C 0.686 -1.251 1.177
C 0.315 -0.150 -1.695
C -0.676 -3.078 -0.097
C 1.873 1.933 0.494
C 0.403 1.934 0.222
N -1.800 0.699 -0.853
C -0.344 3.022 0.305
H -0.880 0.254 1.597
H -1.177 -2.212 1.841
H -1.920 1.185 -1.729
H -2.549 0.280 -0.323
H 1.076 -1.170 2.189
H 1.471 -1.449 0.455
H 1.328 -0.406 -1.401
H 0.354 0.629 -2.459
H -0.156 -1.022 -2.148
H -0.115 -2.828 -0.999
H -0.245 -4.024 0.260
H -1.713 -3.284 -0.371
H 2.236 2.932 0.760
H 2.117 1.275 1.329
H 2.446 1.597 -0.373
H 0.083 4.005 0.496
H -1.405 3.014 0.086
```



Record 3
Density functional theory data (ωB97M-V with the def2-TZVPD basis set) for an isolated ion of composition C3H5N4S and charge -1 at a distorted geometry.

As for the total charge: -1. For the orbital gap, the calculation gives 6.9 eV. Its energy above the lowest of the compared OMol25 structures with the same formula, charge and spin is 0.000 eV. Its SMILES is Cc1nnc(N)n1[S-]. As for the HOMO energy: -2.98 eV. As for the spin multiplicity: 1.

XYZ file:
```
13
C3H5N4S | the OMol25 dataset | ωB97M-V with the def2-TZVPD basis set
C -0.809 0.098 0.070
C 0.510 -1.236 1.159
C -1.247 0.908 -1.109
N -1.471 -0.352 1.030
N -0.641 -1.186 1.796
N 0.478 -0.435 0.055
N 1.555 -2.106 1.503
S 1.812 0.078 -0.880
H -0.500 0.940 -1.852
H -2.127 0.272 -1.485
H -1.653 1.992 -0.856
H 1.562 -2.768 2.249
H 2.390 -1.975 0.993
```



Record 4
Density functional theory data (ωB97M-V with the def2-TZVPD basis set) for a 2-piece molecular cluster, C11H15F9NO overall at a distorted geometry.

As for the total charge: +1. For the orbital gap, the calculation gives 10.7 eV. As for the HOMO energy: -13.66 eV. As for the spin multiplicity: 1.

XYZ file:
```
37
C11H15F9NO | the OMol25 dataset | ωB97M-V with the def2-TZVPD basis set
C 3.773 -0.822 3.208
C 3.214 0.328 2.840
C 2.015 0.516 1.925
C 1.370 -0.803 1.540
N 0.583 -1.146 2.776
C -0.058 0.169 3.162
F -0.285 0.158 4.503
C 0.901 1.263 2.726
H 4.437 -0.890 4.059
H 3.608 -1.741 2.653
H 3.638 1.257 3.214
H 2.333 1.138 1.089
H 2.099 -1.569 1.286
H 0.667 -0.747 0.707
H -0.157 -1.825 2.619
H 1.250 -1.435 3.499
H -1.040 0.211 2.694
H 0.389 1.892 1.999
H 1.357 1.811 3.545
C -2.935 0.545 -2.241
C -1.776 0.712 -1.248
C -0.614 1.641 -1.618
F 0.037 1.239 -2.714
F 0.268 1.602 -0.575
F -1.284 -0.501 -0.886
F -2.312 1.270 -0.119
O -2.925 -0.586 -3.082
C -2.263 -0.598 -4.285
C -1.141 -1.646 -4.306
F -0.268 -1.427 -3.296
F -0.478 -1.545 -5.471
F -1.812 0.621 -4.616
F -3.149 -0.973 -5.223
H -3.811 0.394 -1.610
H -3.109 1.467 -2.798
H -0.958 2.669 -1.754
H -1.563 -2.647 -4.205
```



Record 5
Density functional theory data (ωB97M-V with the def2-TZVPD basis set) for C2H2BrClO2S as an isolated structure at a distorted geometry.

As for the total charge: 0. For the orbital gap (spin up / spin down), the calculation gives 8.3 / 8.7 eV. Its energy above the lowest of the compared OMol25 structures with the same formula, charge and spin is 4.417 eV. As for the HOMO energy (spin up / spin down): -9.46 / -10.45 eV. As for the spin multiplicity: 1.

XYZ file:
```
9
C2H2BrClO2S | the OMol25 dataset | ωB97M-V with the def2-TZVPD basis set
C 1.260 1.332 0.652
C 0.422 -0.559 0.284
O -1.126 0.785 -1.376
O -1.076 -1.677 -1.576
S -0.981 -0.501 -0.777
Cl -2.414 -0.624 0.667
Br 1.417 -2.042 0.119
H 2.028 1.237 1.388
H 0.469 2.050 0.618
```



Record 6
Density functional theory data (ωB97M-V with the def2-TZVPD basis set) for C35H29BF6O4S as an isolated structure at a distorted geometry.

As for the total charge: 0. For the orbital gap, the calculation gives 2.9 eV. Its energy above the lowest of the compared OMol25 structures with the same formula, charge and spin is 3.458 eV. As for the HOMO energy: -4.93 eV. As for the spin multiplicity: 1.

XYZ file:
```
76
C35H29BF6O4S | the OMol25 dataset | ωB97M-V with the def2-TZVPD basis set
C 5.276 -0.707 3.058
C 4.152 0.033 2.455
C 4.239 0.939 1.386
C 3.027 1.544 1.081
C 1.842 0.802 1.596
B 1.715 -2.580 -2.106
C 0.556 1.535 1.979
C -0.376 0.932 2.814
C -1.693 1.384 2.779
C -2.765 0.609 3.487
F -3.807 0.320 2.643
F -2.301 -0.582 3.976
F -3.295 1.305 4.542
C -2.057 2.504 2.036
C -1.055 3.203 1.373
C -1.433 4.400 0.538
F -0.466 4.693 -0.389
F -2.593 4.154 -0.167
F -1.664 5.523 1.275
C 0.267 2.761 1.405
O 0.980 -2.762 -3.178
C 1.953 -3.536 -4.016
C 3.184 -3.788 -3.151
O 2.975 -2.953 -1.907
S 2.572 0.027 3.125
H 6.223 -0.329 2.664
H 5.259 -0.610 4.148
H 5.202 -1.775 2.818
H 5.194 1.140 0.897
H 2.884 2.347 0.367
H -0.111 0.093 3.450
H -3.093 2.823 1.967
H 1.040 3.342 0.904
H 1.417 -4.441 -4.293
H 2.179 -2.916 -4.887
H 3.261 -4.827 -2.831
H 4.092 -3.450 -3.647
C -1.563 -5.499 2.649
O -0.167 -5.125 2.758
C 0.314 -4.122 1.979
C 1.517 -3.539 2.426
C 1.950 -2.397 1.789
C 1.106 -1.646 0.954
C 1.604 -0.242 0.550
C 0.757 0.383 -0.593
C -0.627 0.456 -0.470
C -1.362 1.360 -1.232
C -0.700 2.087 -2.226
O -1.309 3.167 -2.854
C -2.648 3.025 -3.192
C -3.409 4.194 -3.279
C -4.788 4.086 -3.455
C -5.390 2.824 -3.554
C -4.604 1.668 -3.545
C -3.220 1.768 -3.420
C 0.662 1.895 -2.471
C 1.376 1.007 -1.675
C 0.070 -2.358 0.333
C -0.343 -3.591 0.852
H -1.679 -6.225 3.459
H -2.235 -4.631 2.796
H -1.770 -5.971 1.671
H 2.049 -3.986 3.264
H 3.010 -2.134 1.844
H 2.573 -0.501 0.080
H -1.127 -0.177 0.262
H -2.428 1.505 -1.040
H -2.892 5.150 -3.189
H -5.385 4.998 -3.514
H -6.471 2.748 -3.650
H -5.053 0.679 -3.640
H -2.591 0.874 -3.475
H 1.146 2.439 -3.279
H 2.429 0.795 -1.891
H -0.401 -2.034 -0.591
H -1.179 -4.089 0.377
```



Record 7
Density functional theory data (ωB97M-V with the def2-TZVPD basis set) for C34H48GeN6O7SScSe4Si3 as an isolated structure.

As for the total charge: -2. For the orbital gap (spin up / spin down), the calculation gives 6.8 / 5.3 eV. Its energy above the lowest of the compared OMol25 structures with the same formula, charge and spin is 0.000 eV. The expectation value of S² is 0.76. As for the HOMO energy (spin up / spin down): -3.32 / -3.31 eV. As for the spin multiplicity: 2.

XYZ file:
```
105
C34H48GeN6O7SScSe4Si3 | the OMol25 dataset | ωB97M-V with the def2-TZVPD basis set
Sc -0.332 -0.133 0.067
O 1.451 -2.505 -4.646
C 0.162 -2.230 -4.894
C -0.286 -2.325 -6.213
C -1.604 -2.058 -6.527
C -2.510 -1.690 -5.534
C -2.066 -1.579 -4.230
C -0.738 -1.837 -3.890
C -0.300 -1.603 -2.497
O -1.098 -1.001 -1.680
N 0.899 -2.005 -2.166
N 1.139 -1.696 -0.837
C 2.072 -2.368 -0.277
C 2.345 -2.343 1.143
C 3.497 -2.977 1.621
C 3.773 -3.047 2.969
C 2.859 -2.497 3.872
C 1.705 -1.887 3.430
C 1.425 -1.778 2.056
O 0.329 -1.178 1.657
H 1.583 -2.398 -3.672
H 0.431 -2.604 -6.973
H -1.931 -2.133 -7.557
H -3.543 -1.483 -5.778
H -2.737 -1.265 -3.440
H 2.657 -3.050 -0.896
H 4.184 -3.409 0.901
H 4.677 -3.524 3.322
H 3.057 -2.549 4.936
H 0.990 -1.464 4.123
Se 2.289 1.133 0.815
Se 3.176 3.118 0.222
Se 1.152 3.860 2.988
Se 0.794 1.711 2.726
C -4.963 0.033 4.198
Si -3.213 0.357 3.548
C -2.978 2.211 3.791
C -2.016 -0.535 4.697
Ge -2.876 -0.349 1.310
Si -4.673 0.585 0.084
C -4.816 2.440 0.429
C -4.396 0.348 -1.772
C -6.380 -0.142 0.461
Si -3.346 -2.677 1.272
C -1.822 -3.698 1.705
C -3.848 -3.180 -0.477
C -4.717 -3.296 2.422
H -5.034 0.280 5.262
H -5.272 -1.004 4.062
H -5.675 0.665 3.661
H -3.096 2.468 4.848
H -3.736 2.759 3.226
H -2.000 2.565 3.465
H -2.190 -0.259 5.742
H -0.987 -0.275 4.440
H -2.118 -1.620 4.605
H -3.834 2.920 0.449
H -5.280 2.604 1.404
H -5.432 2.942 -0.324
H -3.343 0.494 -2.024
H -5.006 1.032 -2.371
H -4.658 -0.674 -2.059
H -6.607 -0.069 1.526
H -6.417 -1.199 0.186
H -7.167 0.379 -0.094
H -0.984 -3.446 1.052
H -2.034 -4.767 1.603
H -1.500 -3.509 2.733
H -3.093 -2.852 -1.196
H -4.801 -2.728 -0.763
H -3.952 -4.267 -0.556
H -4.447 -3.142 3.469
H -4.880 -4.368 2.270
H -5.660 -2.777 2.238
C -2.072 3.443 -1.950
C -0.987 2.916 -1.054
N -0.015 3.752 -0.730
O -1.025 1.739 -0.652
H -2.331 4.470 -1.690
H -2.950 2.810 -1.881
H -1.702 3.430 -2.978
H 0.014 4.666 -1.150
H 0.847 3.449 -0.262
O 2.398 5.909 -10.278
S 3.005 5.299 -9.112
O 3.044 6.144 -7.936
O 4.231 4.560 -9.376
C 1.868 3.941 -8.666
N 1.216 3.342 -9.665
C 0.437 2.323 -9.330
C 0.279 1.892 -8.026
C 0.999 2.583 -7.061
N 1.798 3.596 -7.382
C 0.933 2.200 -5.625
C -0.207 1.620 -5.082
C -0.200 1.251 -3.748
N 0.856 1.384 -2.948
C 1.943 1.960 -3.469
C 2.020 2.399 -4.783
H -0.081 1.824 -10.144
H -0.345 1.043 -7.780
H -1.097 1.457 -5.677
H -1.085 0.819 -3.297
H 2.785 2.075 -2.796
H 2.912 2.877 -5.166
```